No. 1
Entry from the OMol25 dataset: the molecule C3H5N2P (the ωB97M-V functional and the def2-TZVPD basis).

The net charge is 0. As for the LUMO energy: 0.032 Eh. The value obtained for the frontier orbital gap is 9.9 eV. The structure (SMILES) is Pn1ccnc1. As for the total energy: -15459.828 eV. As for the max |F|: 2.47 eV/Å. As for the HOMO energy: -0.3310 Eh.

Geometry as XYZ:
```
11
Properties=species:S:1:pos:R:3:mulliken_charge:R:1
P 0.94 1.77 -0.66 -0.120
N 0.02 0.34 -0.24 0.053
N -1.61 -1.04 0.46 -0.534
C -0.47 -1.33 1.13 -0.420
C -1.29 -0.02 -0.28 -0.094
C 0.59 -0.57 0.70 -0.209
H 1.55 -0.54 1.22 0.348
H -2.03 0.45 -0.82 0.462
H 0.58 2.05 -2.00 0.065
H 2.12 1.14 -1.19 0.074
H -0.40 -2.25 1.67 0.375
```



No. 2
Entry from the OMol25 dataset: the molecule C22H27N5O5 (the ωB97M-V functional and the def2-TZVPD basis).

The net charge is 0. As for the LUMO energy: 0.005 Eh. The value obtained for the frontier orbital gap is 8.3 eV. The structure (SMILES) is CCOc1ccc(CCNC(=O)COC(=O)c2nc3nc(C)cc(C)n3n2)cc1OCC. As for the total energy: -40941.128 eV. As for the max |F|: 1.41 eV/Å. As for the HOMO energy: -0.2996 Eh.

Geometry as XYZ:
```
59
Properties=species:S:1:pos:R:3:mulliken_charge:R:1
O 2.36 -0.95 2.37 -0.630
O -2.02 -0.14 -0.94 0.096
O 5.59 0.17 -0.23 -0.675
O -0.91 -2.27 0.44 -0.242
O 3.05 1.17 2.02 -0.394
N 0.66 1.88 1.12 -0.418
N -1.35 2.93 0.34 -0.651
N -0.34 0.20 2.25 -1.390
N 3.81 1.55 -0.45 -0.114
N -1.27 0.98 1.70 1.015
C -0.33 -3.18 1.37 -0.400
C -2.65 2.82 0.37 1.121
C -2.89 -1.16 -1.41 -0.281
C -0.08 -1.50 -0.32 1.336
C 3.77 1.54 -1.89 -0.992
C -3.32 1.79 1.06 -1.256
C 1.29 -1.68 -0.44 -1.001
C -0.65 2.01 0.99 0.226
C -0.66 -0.41 -1.00 -0.650
C 2.08 -0.78 -1.15 -1.052
C -3.15 -0.36 2.43 -1.363
C -0.05 -4.55 0.75 -1.294
C 2.34 1.41 -2.41 -0.902
C -2.72 -1.43 -2.90 -1.300
C -2.61 0.83 1.72 1.588
C 4.39 0.78 1.77 -0.517
C 0.80 0.78 1.88 0.588
C 2.13 0.21 2.14 0.222
C -3.43 3.85 -0.39 -1.285
C 1.52 0.34 -1.73 0.644
C 4.66 0.80 0.25 0.588
C 0.14 0.49 -1.67 -0.348
H -2.74 -0.41 3.44 0.353
H 2.38 1.21 -3.49 0.339
H 3.14 -0.97 -1.21 0.570
H -0.34 1.34 -2.13 0.489
H -2.73 -2.09 -0.84 0.201
H 4.58 -0.22 2.15 0.342
H -4.40 1.73 1.03 0.449
H 4.21 2.46 -2.28 0.382
H -4.16 4.33 0.27 0.361
H 0.34 -5.21 1.51 0.429
H -3.97 3.37 -1.20 0.290
H -2.76 4.59 -0.79 0.371
H 1.78 -2.51 0.05 0.361
H 4.40 0.70 -2.22 0.454
H 3.03 1.99 0.03 0.287
H -4.23 -0.34 2.46 0.419
H -2.81 -1.25 1.90 0.091
H -3.89 -0.78 -1.19 0.395
H -1.09 -3.29 2.15 0.409
H 0.56 -2.74 1.82 0.289
H -2.87 -0.51 -3.46 0.295
H 5.04 1.50 2.27 0.362
H -0.96 -4.97 0.35 0.337
H 0.68 -4.47 -0.05 0.288
H -1.72 -1.80 -3.11 0.287
H 1.82 2.36 -2.28 0.442
H -3.45 -2.16 -3.23 0.441
```